{
  "formula": "C37H100N8O16",
  "method": "the ωB97M-V functional and the def2-TZVPD basis",
  "gap_ev": 8.797,
  "charge": 0,
  "homo_ev": -8.367,
  "spin_multiplicity": 1,
  "species": ["C", "O", "C", "C", "N", "C", "C", "O", "C", "H", "H", "H", "H", "H", "H", "H", "H", "H", "H", "H", "H", "H", "H", "H", "C", "O", "C", "C", "N", "C", "C", "O", "C", "H", "H", "H", "H", "H", "H", "H", "H", "H", "H", "H", "H", "H", "H", "H", "C", "O", "C", "C", "N", "C", "C", "O", "C", "H", "H", "H", "H", "H", "H", "H", "H", "H", "H", "H", "H", "H", "H", "H", "C", "O", "C", "C", "N", "C", "C", "O", "C", "H", "H", "H", "H", "H", "H", "H", "H", "H", "H", "H", "H", "H", "H", "H", "C", "O", "C", "C", "N", "C", "C", "O", "C", "H", "H", "H", "H", "H", "H", "H", "H", "H", "H", "H", "H", "H", "H", "H", "C", "O", "C", "C", "N", "C", "C", "O", "C", "H", "H", "H", "H", "H", "H", "H", "H", "H", "H", "H", "H", "H", "H", "H", "N", "C", "N", "O", "H", "H", "H", "H", "O", "H", "H", "O", "H", "H", "O", "H", "H"],
  "xyz": [[0.62470, 7.44111, -4.46821], [1.34190, 6.70112, -3.50001], [1.24682, 7.09290, -2.10019], [-0.10194, 6.81574, -1.34344], [-0.36052, 5.37087, -1.25199], [-1.71518, 4.98775, -0.85725], [-1.87860, 3.42891, -0.70567], [-1.56588, 2.85850, -2.06360], [-1.85942, 1.51445, -2.12065], [-0.44526, 7.37269, -4.27172], [0.76424, 6.99180, -5.45144], [0.96782, 8.47260, -4.54824], [1.28335, 8.18146, -2.05754], [2.05695, 6.62047, -1.54466], [-0.86194, 7.19047, -2.02907], [-0.15778, 7.33561, -0.38702], [-0.04424, 4.87856, -2.07521], [-2.40037, 5.39268, -1.60199], [-1.87867, 5.45187, 0.11536], [-2.95171, 3.29952, -0.56502], [-1.38191, 2.97244, 0.15051], [-1.66949, 0.97395, -3.04795], [-2.88259, 1.17484, -1.95977], [-1.24657, 0.98581, -1.39054], [6.80608, 3.51826, 2.52990], [5.52056, 2.99577, 2.24362], [5.59116, 1.55118, 2.17926], [4.06879, 1.19447, 2.17143], [3.85184, -0.17944, 2.63194], [2.48214, -0.64446, 2.56967], [2.41860, -2.25703, 2.74013], [2.89971, -2.76948, 3.97073], [1.80994, -2.82326, 4.90897], [7.21497, 3.08920, 3.44468], [6.52505, 4.55783, 2.69848], [7.52268, 3.27213, 1.74631], [6.18871, 1.16742, 3.00617], [6.13578, 1.33855, 1.25933], [3.61840, 1.38223, 1.19676], [3.55090, 1.86457, 2.85762], [4.00754, -0.10337, 3.62696], [2.04387, -0.39137, 1.60429], [1.82249, -0.20108, 3.31558], [3.11022, -2.68324, 2.01342], [1.35682, -2.41381, 2.55003], [0.99370, -3.48963, 4.63004], [1.27825, -1.88183, 5.04726], [2.28699, -3.06305, 5.85924], [4.29702, 2.52116, 5.86651], [2.91847, 2.55731, 5.56260], [2.18983, 1.54267, 6.19326], [0.74938, 2.05446, 6.64590], [-0.35257, 1.91621, 5.75556], [-0.73228, 0.55357, 5.55145], [-1.35181, 0.48903, 4.13181], [-0.41841, 0.81038, 3.15341], [-0.83055, 0.75154, 1.85790], [4.57090, 2.72229, 6.90219], [4.88868, 3.26745, 5.33633], [4.84873, 1.69590, 5.41632], [2.75961, 1.28919, 7.08724], [2.16884, 0.69028, 5.51421], [0.88176, 3.13197, 6.74353], [0.46602, 1.72113, 7.64425], [-0.12306, 2.18323, 4.80892], [-1.50308, 0.21217, 6.24240], [0.14987, -0.08348, 5.61538], [-2.23371, 1.12427, 4.04920], [-1.65120, -0.54694, 3.97298], [-1.81774, 1.19182, 1.71754], [-0.63360, -0.27403, 1.54562], [-0.19319, 1.30660, 1.16959], [-0.38883, -5.46589, 2.60623], [-1.48071, -4.55672, 2.76696], [-1.75382, -3.87650, 1.59478], [-2.75430, -2.80056, 1.79207], [-4.06839, -3.33352, 1.92513], [-5.05076, -2.34685, 2.45563], [-5.30875, -1.07822, 1.60404], [-4.24018, -0.16495, 1.44350], [-4.68966, 0.99249, 0.75647], [0.57597, -4.99098, 2.42809], [-0.61061, -6.10392, 1.75076], [-0.40800, -6.03364, 3.53649], [-2.18804, -4.54451, 0.85093], [-0.88381, -3.37025, 1.17657], [-2.72015, -2.10217, 0.95590], [-2.57625, -2.30120, 2.74445], [-3.97842, -4.08831, 2.59018], [-4.66332, -2.12673, 3.45038], [-5.99892, -2.87534, 2.55455], [-6.14493, -0.50620, 2.00615], [-5.53109, -1.35581, 0.57369], [-5.67075, 1.38645, 1.02171], [-4.74235, 0.76811, -0.30888], [-3.94708, 1.77207, 0.92661], [1.30492, -0.60299, -3.97984], [2.45902, -0.02042, -3.37305], [2.15925, 1.07407, -2.44810], [1.86878, 2.45697, -3.19800], [2.93927, 2.74311, -4.08203], [2.81792, 4.08172, -4.61434], [3.78355, 4.29104, -5.84291], [5.17486, 4.13283, -5.43347], [6.13864, 4.16675, -6.46858], [0.66853, -1.13619, -3.27358], [1.60531, -1.20053, -4.84054], [0.67918, 0.21771, -4.33056], [3.05292, 1.18189, -1.83343], [1.43424, 0.74517, -1.70359], [1.85363, 3.22781, -2.42750], [0.91891, 2.39151, -3.72863], [3.78177, 2.77958, -3.52618], [3.04875, 4.75599, -3.78961], [1.81072, 4.33340, -4.94644], [3.60672, 5.22453, -6.37718], [3.56985, 3.46671, -6.52329], [5.74041, 3.59419, -7.30625], [7.13572, 3.87936, -6.13493], [6.33849, 5.19767, -6.76077], [-6.54388, -0.96885, -3.72309], [-5.85339, -1.83694, -2.86624], [-4.47190, -1.47792, -2.65601], [-3.82648, -2.61776, -1.83000], [-3.92210, -3.86144, -2.63121], [-3.48300, -5.01260, -1.90349], [-3.36664, -6.34084, -2.66023], [-2.76871, -7.42762, -2.06978], [-3.36977, -7.96664, -0.89602], [-6.27947, -1.13278, -4.76775], [-6.40950, 0.08722, -3.48912], [-7.58335, -1.29661, -3.70957], [-4.37348, -0.57460, -2.05399], [-3.94434, -1.33973, -3.59977], [-4.22766, -2.69875, -0.81976], [-2.81540, -2.22568, -1.72005], [-4.89024, -3.92987, -2.91071], [-4.33180, -5.19178, -1.24354], [-2.53206, -4.84799, -1.39682], [-2.86415, -6.05567, -3.58450], [-4.40207, -6.61973, -2.85571], [-4.35083, -8.32633, -1.20625], [-3.60311, -7.25154, -0.10718], [-2.84476, -8.76774, -0.37573], [1.82123, -4.88164, -0.57881], [0.53500, -4.94221, -0.90045], [0.17955, -6.16500, -0.62782], [-0.16593, -4.16251, -1.47897], [2.44221, -4.09292, -0.69018], [2.29228, -5.69088, -0.20019], [-0.81858, -6.22108, -0.48397], [0.75493, -6.77748, -0.06755], [2.58314, -1.88368, -0.89236], [2.61112, -1.29949, -1.65010], [3.32919, -1.61634, -0.35554], [-1.35959, -3.65977, -3.75570], [-0.80646, -3.82119, -2.99135], [-2.24875, -3.61733, -3.40383], [-0.10413, -1.22656, -1.08450], [0.79060, -1.45582, -0.83326], [-0.48306, -2.04754, -1.39854]],
  "atomic_forces_ev_per_a": [[-0.3, -0.2, 0.4], [0.1, -0.5, 1.1], [-1.4, 0.6, -0.1], [0.2, -1.7, -2.4], [0.7, -0.1, 1.2], [1.5, -0.9, 0.0], [-0.7, 1.5, -2.6], [-0.4, 1.6, 1.6], [0.3, -2.3, 0.6], [-0.2, 0.4, 0.0], [0.3, -0.3, 0.2], [-0.1, 0.2, 0.3], [0.7, 0.2, 0.0], [0.2, 0.0, -0.4], [-0.5, 0.8, 0.2], [0.2, -0.1, 0.0], [-0.1, 0.1, -0.2], [-0.7, -0.2, 0.1], [-0.4, 0.0, 0.1], [-0.2, -0.3, 0.1], [0.6, 0.0, -0.4], [0.7, 0.9, -0.6], [-0.6, 0.8, 0.5], [0.0, -0.3, 0.2], [-1.2, 0.2, 0.2], [0.9, -1.2, 0.4], [-1.8, 1.7, -0.6], [0.7, -0.6, 0.5], [0.1, 0.1, 0.1], [0.1, -2.0, 0.2], [0.9, 2.5, -0.6], [-1.9, 0.5, 0.2], [0.8, 0.3, 0.4], [0.0, 0.0, 0.4], [1.1, 0.3, -0.3], [0.1, 0.6, -0.3], [-0.4, -0.2, 0.4], [-0.2, -0.6, -0.2], [0.2, -0.3, -0.2], [0.2, 0.5, 0.0], [0.7, -0.4, 0.2], [0.0, -0.2, -0.2], [-0.1, 0.2, 0.2], [-0.4, 0.0, -0.4], [-0.1, -1.0, 0.0], [0.3, -0.7, -0.2], [0.4, 0.5, -0.2], [-0.4, -0.3, 0.0], [1.0, 0.6, -1.0], [0.8, 1.1, -0.3], [-0.9, 0.0, 1.0], [1.7, 1.2, -0.3], [-0.4, -0.3, -0.4], [-0.8, -0.1, -1.5], [-0.2, -1.5, 0.7], [1.8, 1.6, 2.0], [0.2, -0.5, -1.6], [-0.4, -0.6, 0.3], [-0.9, 0.9, -0.3], [-0.4, -1.1, 0.6], [-0.2, -0.5, 0.3], [-0.3, -0.4, 0.1], [0.3, 0.1, 0.3], [0.1, -0.4, -0.1], [0.5, 0.9, 0.1], [0.1, -0.1, 0.2], [-0.1, -0.5, -0.1], [-0.2, 0.2, 0.1], [-0.4, -0.2, -0.1], [-0.4, -0.7, -0.1], [-1.2, -0.3, -0.6], [0.5, 0.4, 0.5], [-1.3, 0.0, 0.4], [0.8, -0.3, 0.7], [0.0, 0.7, -1.1], [-0.3, 0.7, 0.6], [-1.8, -0.1, -0.9], [1.1, -0.3, -0.3], [0.3, -0.6, -0.5], [0.1, 0.5, 1.0], [0.8, -0.2, -0.4], [0.0, 0.3, 0.1], [0.1, -0.3, 0.1], [0.4, -0.2, -0.2], [0.2, -0.4, -0.4], [0.5, -0.3, -0.1], [0.2, 0.1, 0.2], [0.9, 0.7, 0.0], [-0.5, -0.2, 0.2], [-0.4, 0.8, 0.4], [-0.1, 0.2, 0.0], [-0.3, -0.3, 0.2], [-0.7, -0.6, -0.1], [-0.2, -0.3, 0.6], [0.0, 0.1, -0.3], [0.0, 0.0, -0.1], [-0.4, 1.1, 0.0], [-0.1, 0.2, 1.2], [0.3, 0.2, -1.2], [-0.1, -2.1, 1.6], [0.5, -0.2, -1.2], [1.5, 0.8, -0.9], [0.5, -1.0, 1.0], [-0.7, 0.2, 0.7], [-0.7, 0.8, 0.0], [0.3, -0.4, 0.0], [0.1, -0.1, 0.3], [-0.2, 0.0, -0.4], [0.5, 0.2, -0.3], [-0.8, 0.3, -0.4], [-0.7, 0.1, 0.5], [0.0, 0.2, 0.1], [0.4, -0.4, -0.1], [0.0, 0.7, -0.3], [-0.1, -0.3, 0.0], [0.1, 0.3, 0.2], [-0.1, -0.1, -0.3], [0.5, -0.1, -0.3], [-0.4, -0.8, 0.3], [-0.4, 0.3, -0.5], [-0.4, -0.6, -0.6], [1.0, 0.4, 0.4], [-0.7, -1.2, 1.0], [-0.3, 0.7, -1.5], [0.9, 1.5, -0.5], [-0.9, -1.5, 1.7], [-1.5, 1.6, -1.3], [2.1, -0.8, 1.6], [-1.4, 0.6, -0.3], [0.6, 0.1, -0.2], [-0.2, 0.1, 0.2], [-0.2, 0.4, 0.4], [-0.3, 0.3, -0.1], [0.0, -0.1, -0.2], [-0.4, -0.1, 0.1], [0.5, -0.7, 0.0], [-0.1, -0.2, -0.1], [0.5, -0.2, 1.4], [-0.2, 0.4, 0.2], [0.2, -0.8, -0.2], [-0.4, -0.1, -0.6], [-0.2, -0.4, 0.1], [0.3, 0.6, -0.1], [0.6, 0.0, -0.9], [3.6, 2.0, 0.6], [2.5, -0.7, -0.3], [-3.5, -3.7, 0.9], [-1.0, 2.2, 0.0], [-0.6, 0.3, -0.4], [-0.3, 0.3, -0.1], [0.0, -0.8, -0.3], [-0.4, 0.2, -0.1], [0.0, -0.4, 0.4], [0.2, 0.4, -1.0], [0.2, 0.1, 0.3], [0.5, 0.3, -0.9], [0.3, -0.2, 0.1], [-0.8, -0.1, -0.2], [-0.7, 0.7, 0.2], [0.4, -0.3, 0.2], [0.0, -0.5, -0.1]],
  "mulliken_charge": [-0.8582, -0.1175, -0.6939, -0.6114, -0.1875, -1.1232, 0.3141, -0.3945, -0.6410, 0.3359, 0.2418, 0.3192, 0.4372, 0.2692, 0.3194, 0.4134, 0.1375, 0.4093, 0.4094, 0.1736, -0.0351, 0.3848, 0.3118, 0.1130, -0.8255, -0.2688, -0.6776, -0.1888, -0.3893, 0.9061, -0.1946, -0.4865, -0.2466, 0.3221, 0.2690, 0.2922, 0.3844, 0.3883, 0.1969, 0.1391, 0.3649, 0.0226, -0.7641, 0.2394, 0.1355, 0.2298, -0.1043, 0.3344, -0.8928, -0.3807, 0.2557, -1.1991, -0.4335, -0.2714, 0.0013, -0.5918, -0.1831, 0.4218, 0.3086, 0.2989, 0.5563, -0.2196, 0.4113, 0.4148, 0.3367, 0.4956, -0.1745, 0.4829, -0.1851, 0.1742, 0.0245, 0.2467, -0.5466, -0.5629, -0.0036, -0.2492, -0.2779, -0.9167, -0.6342, 0.0413, -0.4926, 0.0754, 0.2766, 0.3456, -0.1605, -0.0912, 0.0095, 0.7216, 0.3398, 0.4519, 0.4357, 0.4904, 0.3094, 0.4601, 0.0140, -0.0051, -0.2971, -0.5297, -0.2817, -0.4019, -0.2016, -0.5243, -0.7347, -0.3203, -0.7048, 0.0194, 0.2456, 0.2038, 0.3428, 0.1048, 0.2483, 0.2960, 0.2369, 0.2859, 0.3734, 0.4034, 0.3353, 0.2883, 0.2454, 0.2719, -0.8746, -0.4352, -0.5248, 0.9558, -0.6706, 0.2326, -1.0742, -0.3367, -0.7876, 0.3402, 0.2925, 0.2823, -0.1586, 0.6279, 0.1115, -0.6736, 0.5088, 0.8389, -0.4478, 0.3788, 0.3920, 0.3858, 0.2792, 0.2557, -0.3159, 0.3675, -0.2885, -0.2866, 0.1212, 0.1246, -0.0836, 0.2641, -0.6980, 0.1585, 0.2618, -0.8665, 0.4954, 0.2925, 1.1863, -0.1892, -0.2818]
}